Entry from OMol25: the molecule C7H8O (ωB97M-V/def2-TZVPD).

Geometry (Å):
C  -0.384  0.224  1.249
C  -0.878  -1.150  0.751
C  -0.440  -1.743  -0.293
C  0.589  -1.051  -1.245
C  0.222  0.420  -1.349
C  0.975  1.553  -0.489
C  0.404  1.402  0.756
H  -1.346  0.807  1.361
H  0.235  0.280  2.153
H  -1.636  -1.602  1.370
H  -0.901  -2.925  -0.407
H  1.611  -1.312  -0.974
H  -0.777  0.975  -1.177
H  1.783  2.357  -0.757
H  0.226  2.286  1.621
O  0.318  -0.521  -2.570

Computed properties:
M ... 108.1 g/mol
Maximum force ... 6.55 eV Å⁻¹
SMILES ... C1=C[C@H]2O[C@@H]2C=CC1
Spin multiplicity ... 1
Lowest unoccupied orbital energy ... 0.891 eV
HOMO-LUMO gap ... 9.84 eV